[1]
DFT (ωB97M-V with the def2-TZVPD basis set) results for one molecule with the formula C23H22N2O5S in a non-equilibrium geometry.

```
53
Properties=species:S:1:pos:R:3:nbo_charge:R:1
C 2.0105 -0.1712 5.1427 -0.27
H 3.2166 0.5957 -1.4910 0.21
H -3.9885 -2.0163 -0.9366 0.22
C -2.1228 -2.6048 1.8165 -0.13
C 2.1994 0.8340 -1.7676 -0.27
H -1.1529 0.6991 -7.0084 0.19
H 4.1533 2.3677 4.5186 0.22
C -0.4516 -1.6785 4.7850 -0.42
H -3.3762 2.5408 -5.9682 0.21
C 0.1960 1.2968 -4.8937 0.78
H -2.1872 -3.0280 2.8055 0.22
H -1.4786 -1.8254 4.4532 0.21
H -1.4302 1.6778 -2.7348 0.23
C -0.4158 1.4369 -2.4583 -0.14
C 1.3153 -0.2031 3.9345 0.28
H 1.7720 -0.8820 5.9180 0.22
C -3.1192 -2.0560 -0.2972 -0.19
C -0.7816 -1.6650 0.0555 -0.17
H -0.8021 1.5143 -0.3577 0.26
C -3.2328 -2.5597 0.9889 -0.23
S 0.5459 -2.1951 2.3840 2.31
H -0.0414 -2.6373 5.1125 0.22
O 1.0000 1.1896 -5.7899 -0.60
C -1.5207 1.5812 -6.4717 -0.07
H -0.4585 -0.9689 5.6096 0.22
H -4.1850 -2.9209 1.3475 0.22
H 2.9406 2.3348 2.3774 0.22
O -1.1132 1.4942 -5.1074 -0.52
H -1.0586 2.4670 -6.9227 0.19
C 1.8461 0.9238 -3.0951 -0.14
C 3.3653 1.6489 4.3547 -0.23
O -0.3347 0.6620 1.6475 -0.60
N 0.3026 -1.1269 3.6815 -0.69
H 0.1891 -1.3520 -0.2903 0.24
H 2.5731 0.7638 -3.8767 0.24
C 3.0182 0.7512 5.3509 -0.18
C 2.6925 1.6182 3.1475 -0.18
C 1.2454 1.0379 -0.7671 0.26
C -0.9134 -2.1296 1.3484 -0.33
C -1.8921 -1.6211 -0.7701 -0.20
H 2.6417 0.7708 0.6875 0.41
O 1.6749 -1.7232 1.6325 -0.94
O 0.6196 -3.5156 2.9443 -0.93
H -3.4730 0.7804 -6.0633 0.21
C 0.5320 1.2200 -3.4563 -0.20
C -0.0660 1.3536 -1.1269 -0.29
C -3.0347 1.6662 -6.5154 -0.62
H -3.3665 1.7401 -7.5469 0.22
C 1.6664 0.7057 2.9278 -0.18
H 3.5435 0.7606 6.2943 0.22
N 1.6547 0.9493 0.5582 -0.63
H -1.7947 -1.2469 -1.7779 0.22
C 0.8770 0.7447 1.6669 0.70
```

Properties
- HOMO energy: -8.676 eV
- 2S+1: 1
- Relative energy (zero: lowest compared OMol25 entry of this formula, charge and spin): 224.23 kJ/mol
- Electronic energy: -1773.5764 a.u.
- SMILES: CCOC(=O)c1ccc(NC(=O)c2ccccc2N(C)S(=O)(=O)c2ccccc2)cc1

---

[2]
DFT (ωB97M-V with the def2-TZVPD basis set) results for C23H22N4O6S as an isolated structure in a non-equilibrium geometry.

```
56
Properties=species:S:1:pos:R:3:nbo_charge:R:1
O 0.9181 -0.5378 0.6344 -0.66
C 0.3027 1.8145 2.9736 -0.12
O 2.6414 1.4218 -1.7412 -0.65
O -2.5419 -3.6623 -1.2816 -0.95
N 1.2429 2.6293 1.0103 -0.57
H -2.1620 3.9311 0.2931 0.20
H 0.1844 2.5445 0.5582 0.43
H 3.1813 -4.9456 -2.3813 0.23
H 3.0070 3.1913 0.7705 0.22
H 0.1433 -0.3951 -3.6073 0.23
C 1.2444 2.1795 2.2643 0.57
C -2.4258 2.9276 0.1890 -0.27
C -2.6442 0.3981 -0.8200 -0.36
C -1.9839 0.6058 3.3962 -0.25
C 0.3493 -2.6722 -0.8957 0.03
H -1.4140 2.7199 6.0182 0.24
C 1.8274 -2.4070 -0.8787 -0.20
H 0.8260 -5.2974 -3.0623 0.24
C 1.9963 -1.1686 -0.0534 0.69
C 2.3492 -4.1477 -2.1628 -0.26
C 2.3242 3.0547 0.1029 -0.27
C -1.7145 1.3534 -1.3019 0.35
H -1.3001 -2.5362 -4.2826 0.36
C -0.1110 -3.7289 -1.8025 -0.52
C -0.1564 2.2936 4.3284 -0.09
H 0.7934 3.0353 4.9202 0.19
C -0.6666 -0.1799 -2.8751 -0.30
C -1.7201 -1.0651 -2.6359 0.13
H 2.1629 3.7386 -0.6736 0.24
H 3.9347 -0.8714 -0.8178 0.39
H -0.7774 0.4415 1.4226 0.27
C -2.1647 1.3734 4.4506 -0.15
H -3.5453 -1.6217 -1.3091 0.26
N 3.3362 0.7493 0.4638 -0.49
S -1.5812 -3.8543 -2.3309 2.35
H 0.4332 1.6106 -2.3400 0.26
C 1.1342 -4.4898 -2.2414 -0.11
C 2.7716 -3.2369 -1.2081 -0.12
O -1.8219 -4.9116 -3.1238 -0.92
H -0.3298 -2.0407 -0.5733 0.23
C -0.6406 0.8982 -2.1882 -0.23
N 3.4082 -0.6073 -0.0960 -0.45
O -1.3856 2.4532 -0.6247 -0.53
C -0.8707 1.1273 2.3223 -0.17
H -3.2468 1.2031 5.0588 0.21
H -2.6921 0.2284 2.8019 0.20
N -2.0469 -2.3247 -3.2985 -0.79
H 3.3983 1.0196 1.4428 0.47
C -2.7759 -0.8504 -1.3839 -0.16
H 3.9191 -2.8583 -1.3084 0.23
H -2.4989 2.3016 1.2103 0.21
C 2.7143 1.5817 -0.4817 0.70
C -1.0944 2.2269 5.0900 -0.26
O 2.4157 1.9700 2.7652 -0.70
H -3.2690 2.9242 -0.5746 0.19
H -3.3780 0.4629 -0.1314 0.22
```

Properties
- HOMO energy: -7.791 eV
- 2S+1: 1
- Electronic energy: -1957.6151 a.u.

---

[3]
DFT (ωB97M-V with the def2-TZVPD basis set) results for C23H23AsOPRu as an isolated structure in a non-equilibrium geometry.

```
50
Properties=species:S:1:pos:R:3:lowdin_charge:R:1
H -2.8474 -1.3368 -0.7994 0.06
As 0.1196 0.5576 0.1298 1.27
P 1.3837 -3.2697 0.2123 0.70
C -2.7007 -2.9190 -2.2691 -0.21
C -1.4991 -4.2969 -0.2201 -0.28
C -2.2653 0.6170 1.8095 -0.10
C -1.5285 1.2725 0.8129 -0.31
H -2.6836 -4.7890 -3.3828 0.11
H -3.1949 -2.3366 -3.0578 0.11
H -3.8369 0.8494 3.2722 0.11
O 0.1086 -0.9399 -0.6933 -0.69
C -1.5781 -4.8927 -1.4865 -0.23
H 5.0004 0.3668 1.3089 0.12
C 0.7036 1.6498 -1.3168 -0.34
C -1.8484 2.5819 0.4172 -0.08
H -1.3465 -4.8790 0.6973 0.06
C 1.5867 0.5091 1.3643 -0.32
C -3.2771 1.3339 2.4691 -0.06
H 0.3366 0.3717 3.1303 0.10
C 1.3542 0.3506 2.7357 -0.09
H 4.5939 -0.0903 3.7355 0.12
C -3.5383 2.6703 2.1359 -0.06
H 2.5417 -2.5551 -0.2186 -0.09
C 3.7514 0.1143 3.0706 -0.06
H -2.0418 -0.4226 2.0721 0.11
H 3.0517 0.6681 -0.2169 0.11
C 3.9832 0.3373 1.7095 -0.06
H -4.2901 3.2311 2.6919 0.12
H 2.4248 4.5329 -1.8736 0.11
H 1.5795 3.1279 0.0009 0.11
C 2.4487 0.1475 3.5816 -0.07
C 2.8909 0.5188 0.8525 -0.10
C 0.8797 2.0706 -3.6834 -0.06
C 1.6210 3.2274 -3.4130 -0.06
C 1.8757 3.6153 -2.0916 -0.06
H -3.0361 4.3420 0.8364 0.12
H 1.9135 -4.6101 0.2578 -0.08
H 2.2759 0.0091 4.6463 0.11
C -2.4037 -2.3132 -1.0435 -0.20
H -1.2932 3.0479 -0.3943 0.10
H 0.6506 1.7814 -4.7105 0.11
H 1.3482 -2.9221 1.5932 -0.08
H 1.9960 3.8314 -4.2404 0.11
C -2.3515 -4.2596 -2.4904 -0.13
C -2.8388 3.2994 1.0985 -0.05
H -1.1015 -5.8600 -1.6418 0.11
C 0.4098 1.2746 -2.6341 -0.08
H -0.1880 0.3774 -2.8187 0.10
C 1.4136 2.8234 -1.0348 -0.11
Ru -0.5537 -2.8160 -0.9110 0.96
```

Properties
- <S²>: 6.06
- HOMO energy (alpha / beta): -9.437 / -11.384 eV
- Charge: +1
- 2S+1: 5
- Electronic energy: -3637.0053 a.u.

---

[4]
DFT (ωB97M-V with the def2-TZVPD basis set) results for C23H23AsPRu as an isolated structure in a non-equilibrium geometry.

```
49
Properties=species:S:1:pos:R:3:lowdin_charge:R:1
H -2.4015 1.3513 3.7225 0.10
H 0.4175 -1.9215 2.3264 0.11
Ru 0.0000 0.0000 0.0000 0.80
C 5.0056 1.8123 4.1454 -0.09
H 0.6435 4.0485 0.9521 0.08
As 2.0090 1.1737 1.2417 1.23
H -1.9300 3.4435 4.9621 0.10
H 3.2446 0.6044 3.8971 0.09
H 1.7499 -1.6498 -1.8797 0.11
H 1.4177 5.0778 -3.1079 0.09
C 0.7434 1.9625 2.5454 -0.38
H 5.2366 1.4083 5.1222 0.10
H 2.6578 2.9577 -3.4334 0.09
H -0.9233 -2.1508 -1.8478 0.10
C 1.0061 3.1470 3.2622 -0.11
H 0.2449 4.5942 4.6664 0.10
C 1.8213 2.5761 -0.1448 -0.44
C 0.0436 3.6765 4.1295 -0.08
C 5.8356 2.7810 3.5750 -0.10
H 6.7097 3.1281 4.1102 0.09
C 1.5242 -1.5911 0.3678 -0.32
C -1.4498 1.8524 3.5974 -0.09
H 1.9384 3.6783 3.1380 0.10
H 0.4224 5.6014 -0.9033 0.10
C 3.5752 1.8750 2.1858 -0.40
C -1.1835 3.0303 4.2959 -0.10
C -0.7231 -2.1421 0.4106 -0.21
C 1.1188 -1.7445 -0.9962 -0.18
C 0.9749 4.6801 -1.0400 -0.10
C -0.4929 1.3235 2.7284 -0.17
H -0.7274 0.4184 2.1918 0.03
C -0.2910 -1.9902 -0.9718 -0.25
C 2.2322 3.1908 -2.4660 -0.11
H 2.5417 -1.3890 0.7093 0.06
H -1.8268 1.2090 -2.3330 -0.12
H 6.1851 4.0451 1.8675 0.10
C 1.1134 3.7836 0.0249 -0.14
C 2.3712 2.2912 -1.4041 -0.17
H 4.2130 3.2551 0.6360 0.09
H 2.9016 1.3617 -1.5650 0.09
C 5.5396 3.2980 2.3111 -0.09
H -2.9661 1.0704 -0.5614 -0.12
C 1.5337 4.3851 -2.2840 -0.12
C 4.4143 2.8468 1.6151 -0.10
C 3.8796 1.3599 3.4523 -0.13
H -1.5559 2.6535 -0.7897 -0.10
H -1.7320 -2.3941 0.7403 0.10
P -1.5892 1.2331 -0.9208 0.59
C 0.3955 -1.8960 1.2361 -0.22
```

Properties
- <S²>: 8.78
- HOMO energy (alpha / beta): -3.184 / -8.488 eV
- 2S+1: 6
- Electronic energy: -3561.9623 a.u.